# 1
Computed, not measured: C33H52N3O3OsP2 as an isolated structure at a distorted geometry, with ωB97M-V with the def2-TZVPD basis set.

Atoms and positions in Å:
C  2.01230  -1.80638  -1.88046
C  2.12306  0.37862  -2.77722
C  2.90658  -2.27859  -2.83340
C  2.82437  -0.14397  -3.88536
C  3.27453  -1.44077  -3.87110
H  3.28399  -3.29573  -2.71032
H  3.01294  0.54960  -4.70777
H  3.89618  -1.82951  -4.67647
N  1.61784  -0.52214  -1.83064
P  -0.16866  -2.22321  -0.13035
P  1.02054  2.16193  -0.99827
C  1.45810  -2.77152  -0.85333
H  1.33175  -3.77086  -1.29573
H  2.16960  -2.90978  -0.02086
C  2.02795  1.77387  -2.54061
H  2.06107  2.40684  -3.45101
C  -0.49993  3.41798  -0.89121
C  2.66138  2.98573  -0.35965
C  -1.44102  -3.12288  -1.25130
C  -0.17536  -3.22122  1.51298
C  -1.82090  2.90749  -0.28730
H  -1.69743  2.61299  0.76553
H  -2.53204  3.75276  -0.30971
H  -2.27304  2.08918  -0.84905
C  -0.16335  4.61820  -0.00835
H  -0.09534  4.29136  1.03582
H  0.74606  5.14421  -0.30217
H  -1.00135  5.32983  -0.05844
C  -0.75868  3.78448  -2.34431
H  -1.63485  4.44316  -2.39747
H  0.08145  4.31158  -2.80630
H  -0.97971  2.88597  -2.93272
C  2.59710  3.48603  1.08105
H  2.28183  2.68690  1.75758
H  3.61599  3.78622  1.36453
H  1.95013  4.34989  1.22321
C  3.76058  1.90815  -0.37041
H  3.44156  1.02011  0.18680
H  4.06078  1.60751  -1.37643
H  4.64923  2.30294  0.14315
C  2.95617  4.13364  -1.34532
H  2.35303  4.12059  -2.26068
H  2.81477  5.11354  -0.87886
H  3.99843  4.07750  -1.67883
C  -1.59930  -3.13276  2.08120
H  -1.61099  -3.59175  3.08142
H  -1.89808  -2.07813  2.17625
H  -2.33759  -3.66298  1.47371
C  0.77591  -2.59438  2.53518
H  1.80731  -2.53525  2.16490
H  0.44537  -1.59751  2.84091
H  0.78462  -3.23618  3.43178
C  0.31333  -4.67616  1.38902
H  0.25905  -5.12843  2.38944
H  -0.27868  -5.31432  0.73798
H  1.35710  -4.72082  1.05838
C  -0.98282  -2.98662  -2.70717
H  -1.77698  -3.36710  -3.36685
H  -0.76906  -1.95623  -2.99920
H  -0.09118  -3.59825  -2.90115
C  -2.84139  -2.53598  -1.00039
H  -2.93848  -1.50200  -1.31648
H  -3.56794  -3.12666  -1.58095
H  -3.12245  -2.57951  0.05565
C  -1.63709  -4.62780  -0.99686
H  -0.72137  -5.20812  -1.13986
H  -2.08388  -4.84143  -0.01905
H  -2.35895  -4.98512  -1.74670
Os  0.16320  0.09682  -0.36129
C  1.20448  0.24854  1.11754
O  1.71912  0.39599  2.18894
N  -1.52219  0.19490  -1.82037
C  -2.55368  0.10055  -2.46233
C  -2.97678  0.47930  -3.78583
C  -4.29602  0.50028  -4.27400
C  -1.91241  0.89672  -4.60178
C  -4.49173  0.75458  -5.62838
H  -5.11260  0.37730  -3.55934
C  -2.12028  1.17532  -5.93945
H  -0.90717  1.00970  -4.14642
C  -3.41561  1.06199  -6.46059
H  -5.51239  0.72563  -6.03599
H  -1.27415  1.46118  -6.57230
H  -3.57978  1.20514  -7.52809
N  0.09007  1.33699  4.65183
C  -1.00413  0.48445  4.09665
C  -1.18626  1.06760  2.69243
O  -1.40753  0.28066  1.71981
O  -1.05015  2.30801  2.66948
H  0.96350  1.12734  4.14638
H  0.23548  1.18770  5.65328
H  -0.18171  2.31790  4.43955
H  -0.73888  -0.57060  4.11492
H  -1.91228  0.65123  4.67897

Properties
multiplicity = 5
charge = +3
LUMO energy (alpha / beta) = -0.3475 / -0.4953 Ha
E = -2450.91276 hartree
HOMO-LUMO gap (alpha / beta) = 0.1758 / 0.1139 Eh
relative energy (zero: lowest compared OMol25 entry of this formula, charge and spin) = 0.0 kcal per mole

=====

# 2
Computed, not measured: a 7-piece molecular cluster, C33H53BBrClF13N6O10P2 overall, with ωB97M-V with the def2-TZVPD basis set.

Atoms and positions in Å:
O  -2.63922  -2.60608  2.35015
C  -1.81666  -2.47343  1.48389
O  -0.94869  -3.42155  1.13238
B  -1.40483  -4.75203  0.58968
C  -2.13066  -5.71339  1.68945
C  -3.28733  -6.64741  1.27103
C  -4.70766  -6.15814  1.53689
F  -4.73422  -5.04365  2.31240
F  -5.38113  -7.11836  2.26569
C  -5.60383  -5.83580  0.28694
F  -5.16332  -6.48084  -0.81395
F  -5.56784  -4.50584  0.06047
C  -7.10088  -6.21569  0.43335
F  -7.24054  -7.54549  0.61791
F  -7.61571  -5.59133  1.52068
C  -7.98396  -5.85340  -0.81295
F  -7.97503  -6.92407  -1.64162
F  -7.53865  -4.80134  -1.51030
C  -9.47704  -5.60168  -0.45271
F  -10.15250  -5.59181  -1.62536
F  -9.93955  -6.62705  0.27994
C  -9.79134  -4.23598  0.27849
F  -10.32148  -4.47919  1.48156
F  -8.70570  -3.48718  0.43584
F  -10.68461  -3.53412  -0.42993
P  -2.46960  -4.51618  -1.08122
O  -2.06815  -5.87188  -1.94509
Cl  -1.39733  -3.07252  -2.16925
P  0.37578  -5.60638  0.21027
O  0.84323  -5.09615  -1.30423
Br  -0.07682  -7.78795  -0.25770
C  -1.61888  -1.16191  0.78953
C  -0.33725  -0.78638  0.37208
C  -0.15589  0.46523  -0.22770
C  -1.23905  1.33504  -0.41743
C  -2.51982  0.94869  0.00991
C  -2.71237  -0.29874  0.61309
H  -2.40282  -5.15757  2.58792
H  -1.34893  -6.40679  2.02870
H  -3.22001  -7.53909  1.90114
H  -3.16454  -7.02000  0.25279
H  -1.19647  -5.77131  -2.35136
H  1.42082  -4.33600  -1.14014
H  0.48920  -1.45803  0.52306
H  0.83164  0.76830  -0.55702
H  -1.10486  2.30587  -0.88307
H  -3.36394  1.61889  -0.11398
H  -3.68706  -0.61136  0.96685
C  -2.32208  5.44440  -2.56068
C  -0.90901  4.90524  -2.58908
O  -0.51401  4.12023  -1.74079
N  -0.09052  5.34417  -3.57542
C  -0.38987  6.30895  -4.61842
H  -2.83378  5.00134  -1.71179
H  -2.32311  6.52964  -2.45189
H  -2.85796  5.18105  -3.47296
H  0.83415  4.94590  -3.54128
H  -0.25949  5.86966  -5.60806
H  0.28338  7.16103  -4.52916
H  -1.41535  6.64613  -4.51320
C  4.86108  -0.99225  1.09745
C  3.46152  -1.42384  1.47598
O  2.47028  -0.97490  0.92646
N  3.32878  -2.34919  2.45803
C  4.36030  -3.00992  3.21855
H  4.78179  -0.25730  0.30214
H  5.37518  -0.54121  1.94763
H  5.44491  -1.84258  0.74032
H  2.36954  -2.60434  2.64210
H  4.30814  -4.09042  3.05999
H  4.23901  -2.81496  4.28621
H  5.34191  -2.65595  2.91410
C  5.04678  8.23798  -4.96619
C  3.87012  7.36190  -4.59044
O  2.73501  7.65308  -4.95107
N  4.14022  6.25466  -3.86930
C  5.42183  5.79852  -3.35555
H  4.67238  9.07554  -5.54660
H  5.54987  8.61801  -4.07654
H  5.76799  7.68246  -5.56608
H  3.33792  5.67836  -3.66950
H  5.67318  4.82934  -3.78986
H  5.33735  5.67686  -2.27882
H  6.20693  6.50687  -3.59820
C  2.95747  6.46994  0.49257
C  3.06363  5.09380  -0.12274
O  3.92691  4.81953  -0.95691
N  2.17386  4.16733  0.26690
C  1.08898  4.29520  1.21976
H  3.74167  7.09342  0.07265
H  1.98940  6.91930  0.26847
H  3.07921  6.41647  1.57528
H  2.28841  3.27540  -0.19010
H  1.22482  3.58508  2.03165
H  0.14222  4.08245  0.71813
H  1.05958  5.29282  1.64034
C  4.14228  -4.94457  -2.46283
C  4.44182  -4.53147  -1.04062
O  3.55822  -4.37428  -0.21829
N  5.75227  -4.34661  -0.70048
C  6.92236  -4.49336  -1.53931
H  3.06639  -5.05976  -2.55909
H  4.48987  -4.18980  -3.17024
H  4.61963  -5.89693  -2.69749
H  5.88399  -4.08157  0.26218
H  7.59146  -5.25857  -1.14002
H  7.47612  -3.55348  -1.59932
H  6.63001  -4.78341  -2.54279
C  0.86033  6.58846  5.54288
C  0.96378  5.20013  4.95285
O  1.82279  4.90594  4.13831
N  0.05358  4.27746  5.36061
C  -1.03173  4.44077  6.30678
H  1.65195  7.19563  5.11516
H  -0.10275  7.04251  5.30682
H  0.98034  6.56123  6.62639
H  0.17610  3.37335  4.93111
H  -0.91386  3.75460  7.14702
H  -1.99052  4.23424  5.82884
H  -1.04938  5.45535  6.69042

Properties
charge = -1
LUMO energy = 0.0704 Ha
E = -7410.55573 hartree
HOMO-LUMO gap = 0.2079 Eh

=====

- Among the records above, which one has the highest E?
  C33H52N3O3OsP2